Density functional theory data (ωB97M-V/def2-TZVPD) for one molecule with the formula C12H22FN.

Properties
Maximum force = 4.511 eV Å⁻¹
Structure (SMILES) = C=C[C@](C)(CC)[C@](F)(/C=N/C)CCC
HOMO-LUMO gap = 9.631 eV

```
36
Properties=species:S:1:pos:R:3:forces:R:3:lowdin_charge:R:1
C 2.08871 2.30531 -1.07343 0.93 2.84 0.15 0.009
C 1.62997 1.08290 -1.23851 0.79 -1.01 -0.69 -0.159
C 1.25230 0.08817 -0.14724 -0.99 -0.51 0.12 -0.449
C 1.25914 0.66814 1.26666 1.49 -1.87 -1.90 -0.019
C 2.18758 -1.10011 -0.05273 1.34 -1.37 -3.17 -0.214
C 3.61738 -0.63995 -0.25883 2.19 2.70 2.68 -0.121
C -0.12789 -0.41959 -0.62007 -3.04 3.26 0.69 -0.326
F -0.04568 -0.89419 -1.91868 0.07 0.27 0.03 0.006
C -1.25104 1.02773 -0.56846 1.55 -2.10 0.73 -0.030
N -1.61223 1.39706 0.58783 1.20 -0.93 -0.71 -0.045
C -2.47968 2.51925 0.90561 0.33 -0.60 -4.21 -0.095
C -0.90592 -1.37217 0.24171 1.20 -1.30 -2.51 -0.158
C -2.32011 -1.73104 -0.23891 0.26 -1.32 0.94 -0.226
C -2.53134 -2.39419 -1.59496 -1.38 -0.61 1.30 -0.111
H 2.39047 3.07656 -1.89717 -0.70 -1.96 1.24 0.093
H 2.25681 2.76191 -0.05674 -0.40 -0.70 -1.02 0.075
H 1.60880 0.62416 -2.24921 -0.18 0.59 0.61 0.130
H 0.70588 0.07406 1.90544 -1.19 -1.28 1.33 0.067
H 0.83320 1.57322 1.20916 -1.15 3.55 0.45 0.029
H 2.28290 0.62810 1.58441 0.42 0.61 0.39 0.078
H 2.06112 -1.78426 0.80042 -0.06 0.71 -0.02 0.127
H 2.05881 -1.75440 -0.97171 -0.36 0.42 0.95 0.136
H 3.96578 0.20478 0.56788 -0.85 -2.18 -1.62 0.127
H 4.38346 -1.40450 -0.20279 -0.11 -0.41 0.18 0.059
H 3.86234 -0.05392 -1.14948 -0.73 -0.45 -0.26 0.063
H -1.54468 1.36069 -1.58353 -0.11 0.40 0.47 0.120
H -2.85113 2.81587 -0.14179 -0.65 0.09 1.66 0.096
H -1.86574 3.34638 1.17600 0.31 0.54 0.96 0.063
H -3.20798 2.17848 1.61109 -0.49 0.34 0.34 0.068
H -1.03703 -0.82923 1.08792 -0.39 1.35 2.92 0.059
H -0.21609 -2.19314 0.47017 -0.55 -0.47 -0.05 0.128
H -2.91610 -0.82394 -0.23635 -0.18 0.00 0.57 0.085
H -2.66223 -2.50027 0.56991 -0.01 1.59 -1.36 0.141
H -2.04097 -2.03325 -2.43268 0.96 1.65 -1.36 0.027
H -3.63788 -2.34676 -1.82318 1.19 -0.81 0.24 0.096
H -2.06025 -3.35938 -1.51714 -0.67 -1.04 -0.08 0.068
```
Positions in Å, forces in eV/Å.

Density functional theory data (ωB97M-V/def2-TZVPD) for C12H22GaN2O7 as an isolated structure.

Properties
Maximum force = 10.456 eV Å⁻¹
Total charge = -1
HOMO-LUMO gap = 6.220 eV

```
44
Properties=species:S:1:pos:R:3:forces:R:3:lowdin_charge:R:1
C 0.16584 -3.41670 4.48166 0.51 0.38 0.37 -0.169
C 1.35178 -2.48193 3.84313 -0.59 0.29 -0.16 -0.252
C 1.82313 -2.91282 2.32358 -0.04 2.01 -0.23 -0.343
N 3.33324 -3.00619 2.30954 -0.88 -0.35 -1.08 -0.218
Ga 3.98259 -4.81237 2.02675 0.29 -0.04 1.89 0.170
N 4.62131 -5.14207 0.18844 -7.20 -3.01 -6.95 -0.078
C 3.59481 -5.60750 -0.60308 0.29 -2.44 3.80 -0.295
O 2.56436 -6.35750 -1.08338 6.96 5.37 2.45 -0.150
H 0.61089 -4.41241 4.90858 -0.88 1.76 -0.99 0.067
H -0.65903 -3.65766 3.67082 1.62 0.55 1.78 0.075
H -0.28297 -2.82501 5.40567 0.61 -1.31 -1.96 0.064
H 0.92917 -1.36790 3.81238 0.95 -2.35 0.02 0.090
H 2.31809 -2.47665 4.50558 -1.92 -0.16 -1.22 0.099
H 1.51930 -1.99588 1.62224 0.37 -2.11 1.42 0.087
H 1.26206 -3.85674 1.91924 1.00 1.54 0.96 0.091
H 3.77580 -2.36556 1.61318 -0.90 -0.65 0.77 0.014
H 5.30862 -4.99064 2.95763 0.06 0.09 -0.41 -0.132
H 2.96509 -5.96797 2.53950 -0.14 0.34 -0.41 -0.094
C 0.61749 2.02421 -2.32361 -0.19 0.23 0.22 -0.017
C 0.88675 0.93241 -1.30863 0.28 0.76 -1.19 -0.351
C 0.14726 -0.34352 -1.57723 0.21 -0.55 -0.66 -0.110
O 0.07693 -0.92448 -0.28709 -0.09 0.65 0.88 0.058
C 0.09045 0.11479 0.60270 -0.53 -0.43 2.49 -0.507
O -0.14309 0.01168 1.79372 0.41 0.35 -2.72 0.127
O 0.39699 1.29171 -0.02737 -0.30 -0.68 0.72 0.078
H 1.01150 2.98251 -1.96860 0.08 -0.17 -0.10 0.091
H 1.08069 1.78717 -3.28565 -0.03 0.00 0.14 0.097
H -0.45748 2.16654 -2.48065 0.28 -0.18 0.04 0.068
H 1.96686 0.76374 -1.21732 -0.11 -0.15 -0.01 0.164
H 0.67926 -0.99983 -2.27200 -0.10 -0.04 0.27 0.148
H -0.87498 -0.18923 -1.94015 0.11 0.19 -0.06 0.140
C -4.75914 5.06768 -1.47187 -0.33 0.10 -0.23 -0.021
C -3.72107 4.13490 -2.06097 -0.82 0.56 1.02 -0.353
C -2.32745 4.68669 -2.04289 0.45 0.19 0.82 -0.110
O -1.71245 3.97780 -3.10411 -0.57 -0.25 -0.93 0.029
C -2.70975 3.67125 -3.98920 0.21 -0.82 -2.33 -0.501
O -2.53115 3.22851 -5.10981 -0.32 0.98 2.50 0.138
O -3.93991 3.93486 -3.44759 0.95 -0.31 -0.75 0.085
H -5.76883 4.70841 -1.69789 0.19 -0.05 0.15 0.089
H -4.64650 5.14328 -0.38658 0.02 -0.08 -0.14 0.092
H -4.68124 6.07295 -1.90065 0.11 -0.16 0.04 0.089
H -3.77590 3.15534 -1.57017 0.14 0.09 0.00 0.165
H -1.81211 4.49697 -1.09690 0.06 -0.07 -0.26 0.148
H -2.27723 5.75718 -2.27095 -0.20 -0.06 0.07 0.142
```
Positions in Å, forces in eV/Å.

Density functional theory data (ωB97M-V/def2-TZVPD) for C12H22N2O4S as an isolated structure.

Properties
Maximum force = 16.544 eV Å⁻¹
HOMO-LUMO gap = 8.907 eV

```
41
Properties=species:S:1:pos:R:3:forces:R:3:lowdin_charge:R:1
O -1.51214 -3.07707 0.54238 4.08 0.93 -2.06 -0.374
S -0.23018 -2.47065 -0.09477 -7.21 -0.21 3.50 0.719
O 0.69504 -3.22187 -0.82225 1.50 -1.64 -1.67 -0.273
C 0.53818 -1.56896 1.19030 -1.01 -2.46 0.07 -0.254
H -0.07536 -1.81798 1.97267 -1.66 -0.47 2.23 0.091
H 1.40033 -2.08665 1.39959 2.75 -0.54 0.30 0.097
C 0.48371 -0.22139 0.89204 1.91 9.82 -2.88 -0.210
N 1.85213 0.32676 0.09476 -2.15 0.20 6.78 -0.081
C 2.39756 -0.50701 -0.91793 4.87 0.80 4.50 -0.185
H 1.77540 -0.70692 -1.64235 -3.52 -0.40 -4.09 0.041
C 3.63759 0.36579 -1.35661 2.70 -14.44 -1.07 -0.269
H 4.08319 -0.36551 -2.22162 -1.17 2.00 0.91 0.173
O 4.66987 0.22358 -0.48007 -1.22 4.50 4.14 -0.121
C 4.10985 1.28339 0.69000 -5.23 -3.25 -4.55 0.043
H 4.85897 1.31142 1.27616 5.32 0.45 4.33 0.013
C 2.78763 0.49191 1.39069 5.86 -4.15 -11.15 -0.031
H 2.46562 1.01774 2.07744 -4.01 5.43 6.21 -0.002
H 3.13396 -0.47257 1.82502 -0.04 0.38 -0.61 0.127
H 3.90165 2.28390 0.18504 -0.02 -1.57 0.66 0.137
H 3.36893 1.16775 -1.71952 -2.31 8.60 -3.15 0.023
H 2.69070 -1.53270 -0.54274 0.39 0.89 -0.30 0.140
H 0.24507 0.68334 1.71238 1.00 -3.05 -1.63 0.210
C -0.54626 0.31903 -0.28095 -4.54 -7.77 8.37 -0.239
N -1.72209 0.87914 0.50104 4.81 4.67 -6.56 -0.086
C -2.35246 2.07720 -0.59321 -5.42 -7.67 7.64 0.026
H -1.57806 2.44846 -1.02806 4.34 2.00 -3.60 0.045
C -3.57330 1.24107 -1.12527 -5.69 12.92 8.63 -0.136
H -4.09095 2.43302 -1.57972 0.50 -3.68 0.79 0.205
O -4.56408 0.74268 -0.14173 4.00 0.76 -3.19 -0.076
C -3.85010 -0.37704 0.43802 -1.26 -1.01 -6.29 -0.209
H -4.60807 -0.60522 1.02887 -2.37 -2.30 3.69 0.092
C -2.61638 -0.00145 0.98074 0.88 -0.79 7.35 -0.320
H -2.07838 -0.86158 1.44340 -0.40 0.00 -0.80 0.137
H -2.87166 0.48553 1.97203 -0.46 -0.29 -0.42 0.158
H -3.72932 -1.19028 -0.37585 -0.46 0.97 1.05 0.149
H -3.24367 0.94854 -1.89998 2.99 -6.39 -10.32 -0.017
H -2.66218 2.61638 0.24714 -0.80 1.92 0.50 0.087
C -0.85292 -1.03267 -0.88103 -1.87 0.94 -8.09 -0.218
H -0.28483 -1.09174 -2.04070 -1.45 0.12 3.18 0.178
H -2.02094 -1.02965 -1.28156 3.14 -0.88 1.45 0.152
H -0.03204 0.89227 -0.83378 3.22 4.68 -3.85 0.056
```
Positions in Å, forces in eV/Å.

Question: Which formula does entry 3 have?
Answer: C12H22N2O4S